# 1
The following is a DFT calculation (ωB97M-V with the def2-TZVPD basis set) of C5H8O in the gas phase.

Summary:
LUMO = 0.0420 hartree
SMILES = C1C[C@H]2OC[C@@H]12

Structure (ORCA input):
```
! RIJCOSX wB97M-V def2-TZVPD def2/J DEFGRID3
* xyz 0 1
C -0.25 -1.22 0.16
C -0.63 -0.31 1.34
C -0.40 0.86 0.43
O 1.13 1.29 0.16
C 1.04 0.64 -1.10
C -0.31 0.00 -0.81
H 0.74 -1.66 0.25
H -0.97 -2.01 -0.06
H -0.01 -0.34 2.24
H -1.68 -0.43 1.63
H -0.49 1.94 0.51
H 1.86 -0.06 -1.24
H 1.02 1.35 -1.93
H -1.06 -0.03 -1.60
*
```

# 2
The following is a DFT calculation (ωB97M-V with the def2-TZVPD basis set) of C20H37MnN9O2PS as an isolated structure.

Summary:
LUMO (alpha / beta) = -0.0734 / -0.0748 hartree

Structure (ORCA input):
```
! RIJCOSX wB97M-V def2-TZVPD def2/J DEFGRID3
* xyz 1 6
Mn -0.05 -1.02 -0.68
N -1.68 -1.63 -2.02
C -1.49 -2.96 -2.67
C -0.07 -3.23 -3.06
N 0.83 -2.92 -1.94
C 1.16 -4.00 -1.00
C 0.08 -4.16 0.08
N -0.29 -2.88 0.68
H -2.58 -1.57 -1.61
H -1.64 -0.86 -2.68
H -2.19 -3.10 -3.57
H -1.79 -3.71 -1.92
H 0.20 -2.58 -3.92
H -0.05 -4.28 -3.34
H 1.72 -2.62 -2.39
H 2.07 -3.65 -0.54
H 1.28 -4.95 -1.47
H 0.58 -4.84 0.81
H -0.85 -4.62 -0.27
H 0.31 -2.63 1.45
H -1.19 -2.94 1.08
O -0.44 1.06 -0.59
N 0.14 2.01 -1.30
C -0.28 3.27 -1.08
C 0.32 4.32 -1.77
C 1.32 4.05 -2.68
C 1.56 2.74 -3.00
C 1.07 1.69 -2.24
S 1.55 0.07 -2.51
H -1.09 3.31 -0.40
H 0.07 5.36 -1.57
H 1.79 4.87 -3.23
H 2.26 2.52 -3.77
N 1.56 -0.80 1.08
C 2.61 -0.28 1.02
N 3.78 0.29 0.93
C 3.91 1.79 0.77
C 4.57 2.03 -0.57
O 5.83 1.33 -0.58
C 5.62 -0.05 -0.65
C 5.01 -0.50 0.63
H 4.51 2.24 1.58
H 2.89 2.19 0.82
H 4.92 3.04 -0.74
H 3.96 1.58 -1.34
H 6.57 -0.58 -0.86
H 4.92 -0.27 -1.45
H 5.75 -0.30 1.48
H 4.77 -1.56 0.50
C -3.21 0.91 3.93
N -2.39 1.81 3.08
C -3.32 2.60 2.25
N -4.25 1.76 1.47
C -5.01 0.90 2.37
N -4.18 0.09 3.19
C -3.48 -0.94 2.48
P -2.31 -0.22 1.18
C -1.50 1.00 2.30
C -3.59 0.98 0.44
H -3.77 1.56 4.59
H -2.48 0.24 4.45
H -2.83 3.29 1.56
H -3.94 3.21 2.88
H -5.72 0.21 1.82
H -5.61 1.51 2.95
H -4.14 -1.65 1.96
H -2.87 -1.54 3.16
H -0.78 1.58 1.74
H -0.94 0.46 3.06
H -4.36 0.37 -0.07
H -3.11 1.61 -0.29
*
```

# 3
The following is a DFT calculation (ωB97M-V with the def2-TZVPD basis set) of C4H3N3 in the gas phase.

Summary:
LUMO = -0.0211 hartree

Structure (ORCA input):
```
! RIJCOSX wB97M-V def2-TZVPD def2/J DEFGRID3
* xyz 0 1
N 3.41 -0.75 0.04
C 2.30 -0.43 0.03
C 0.92 0.03 0.01
N -0.02 -1.00 0.13
C -1.19 -0.52 0.01
C -2.11 0.35 -0.36
N 0.60 1.26 -0.11
H -2.16 -1.19 -0.04
H -2.81 0.82 0.33
H 1.42 1.86 -0.20
*
```

# 4
The following is a DFT calculation (ωB97M-V with the def2-TZVPD basis set) of C31H40BrCl5GeNOPtSi3 as an isolated structure.

Summary:
LUMO (alpha / beta) = -0.2176 / -0.3124 hartree

Structure (ORCA input):
```
! RIJCOSX wB97M-V def2-TZVPD def2/J DEFGRID3
* xyz 2 2
Pt -0.97 0.09 -0.75
Cl 3.37 2.72 4.24
C 2.62 1.75 3.06
C 1.39 1.14 3.33
Cl 0.61 1.41 4.83
C 0.79 0.34 2.37
Cl -0.80 -0.25 2.64
C 1.40 0.10 1.15
O 0.82 -0.67 0.17
C 2.60 0.75 0.86
Cl 3.28 0.62 -0.71
C 3.21 1.56 1.81
Cl 4.68 2.35 1.45
Br 0.51 0.44 -3.42
C 0.91 2.17 -2.73
C 1.70 2.92 -3.56
C 2.12 4.21 -3.18
C 1.73 4.71 -1.97
C 0.91 3.95 -1.10
C 0.55 4.53 0.14
C -0.25 3.86 1.01
C -0.71 2.57 0.67
C -0.36 1.96 -0.50
C 0.46 2.64 -1.46
H 2.00 2.51 -4.51
H 2.74 4.79 -3.85
H 2.05 5.69 -1.66
H 0.91 5.52 0.37
H -0.55 4.30 1.96
H -1.33 2.05 1.39
N -2.81 0.82 -1.31
C -3.93 0.29 -0.54
C -4.93 -0.41 -1.19
C -6.00 -0.93 -0.45
C -6.06 -0.72 0.91
C -5.07 0.02 1.55
C -4.00 0.52 0.83
H -2.98 0.68 -2.30
H -2.75 1.84 -1.19
H -4.91 -0.55 -2.27
H -6.78 -1.47 -0.96
H -6.90 -1.10 1.48
H -5.13 0.21 2.61
H -3.23 1.10 1.32
C -1.54 -4.61 -1.46
Si -0.92 -2.95 -2.04
C -2.34 -1.97 -2.73
C 0.46 -3.20 -3.27
Ge -0.03 -2.37 0.24
Si -0.91 -3.53 2.35
C -0.06 -3.06 3.94
C -0.66 -5.35 2.10
C -2.70 -3.06 2.15
Si 2.36 -3.69 0.20
C 3.17 -2.84 -1.24
C 3.03 -3.22 1.86
C 2.09 -5.49 -0.13
H -1.85 -5.17 -2.35
H -2.41 -4.53 -0.80
H -0.78 -5.21 -0.95
H -2.86 -2.62 -3.44
H -2.01 -1.08 -3.26
H -3.07 -1.71 -1.96
H 0.01 -3.19 -4.27
H 0.92 -4.18 -3.13
H 1.24 -2.44 -3.25
H 0.92 -2.60 3.81
H 0.10 -3.99 4.50
H -0.66 -2.39 4.55
H 0.36 -5.66 2.29
H -0.99 -5.75 1.14
H -1.28 -5.81 2.88
H -2.88 -2.01 1.94
H -3.23 -3.31 3.08
H -3.16 -3.65 1.35
H 2.70 -1.90 -1.53
H 3.18 -3.51 -2.10
H 4.20 -2.61 -0.96
H 2.77 -2.20 2.16
H 4.13 -3.25 1.78
H 2.72 -3.91 2.65
H 1.85 -5.66 -1.18
H 1.37 -6.00 0.50
H 3.07 -5.97 0.06
*
```

# 5
The following is a DFT calculation (ωB97M-V with the def2-TZVPD basis set) of a 2-piece molecular cluster, C4H11NO2 overall.

Summary:
LUMO = 0.0300 hartree
SMILES = CC[C@H](N)C=O.O

Structure (ORCA input):
```
! RIJCOSX wB97M-V def2-TZVPD def2/J DEFGRID3
* xyz 0 1
C 0.45 -1.56 1.61
C 0.79 -0.08 1.91
C 0.25 0.94 0.99
N -1.24 0.82 0.86
C 0.56 0.52 -0.43
O 0.42 1.21 -1.44
H -0.49 -1.90 2.03
H 0.52 -1.74 0.44
H 1.34 -2.27 1.98
H 0.31 0.21 2.93
H 1.88 -0.12 1.84
H 0.52 2.05 1.20
H -1.57 -0.24 1.06
H -1.56 1.14 0.00
H 0.72 -0.57 -0.38
O -1.20 0.29 -4.90
H -1.36 1.24 -5.05
H -0.34 0.07 -4.65
*
```

# 6
The following is a DFT calculation (ωB97M-V with the def2-TZVPD basis set) of HNS3 as an isolated structure.

Summary:
LUMO = -0.0268 hartree

Structure (ORCA input):
```
! RIJCOSX wB97M-V def2-TZVPD def2/J DEFGRID3
* xyz 0 1
N -0.78 0.00 0.47
S 0.32 -1.34 0.26
S 0.32 1.34 0.26
S 1.63 0.00 -0.73
H -1.50 0.00 -0.25
*
```

# 7
The following is a DFT calculation (ωB97M-V with the def2-TZVPD basis set) of a 2-piece molecular cluster, C5H11O2 overall.

Summary:
LUMO = 0.1502 hartree

Structure (ORCA input):
```
! RIJCOSX wB97M-V def2-TZVPD def2/J DEFGRID3
* xyz -1 1
C 2.35 0.46 1.00
C 1.42 -0.68 1.42
H 2.85 0.14 0.07
H 1.80 1.37 0.86
H 3.33 0.56 1.55
H 1.90 -1.26 2.21
H 1.29 -1.42 0.63
H 0.38 -0.37 1.58
C -1.46 0.49 -1.39
C -2.41 0.40 -0.19
C -0.44 -0.68 -1.53
O 0.76 -0.35 -1.47
O -0.91 -1.81 -1.81
H -2.09 0.50 -2.32
H -0.79 1.32 -1.14
H -1.97 0.90 0.71
H -2.71 -0.59 0.11
H -3.30 1.02 -0.28
*
```

# 8
The following is a DFT calculation (ωB97M-V with the def2-TZVPD basis set) of an isolated ion of composition C5H13N2S and charge -1.

Summary:
LUMO = 0.1175 hartree
SMILES = C[C@H](N)CNCC[S-]

Structure (ORCA input):
```
! RIJCOSX wB97M-V def2-TZVPD def2/J DEFGRID3
* xyz -1 1
C -0.55 1.37 -2.58
C -0.99 0.46 -1.45
N -2.13 1.17 -0.55
C 0.32 0.19 -0.68
N 0.04 -0.56 0.56
C 1.09 -0.61 1.66
C 0.85 -1.73 2.71
S 2.64 -1.79 3.48
H 0.23 0.86 -3.25
H -0.20 2.25 -2.12
H -1.17 1.36 -3.42
H -1.53 -0.40 -1.73
H -2.21 0.69 0.25
H -1.92 2.06 -0.35
H 0.99 1.09 -0.40
H 0.90 -0.45 -1.40
H -0.21 -1.53 0.16
H 2.06 -0.87 1.14
H 1.17 0.46 2.09
H 0.45 -2.65 2.27
H 0.17 -1.38 3.61
*
```

Relative energy (zero: lowest compared OMol25 entry of this formula, charge and spin) / kJ/mol: 297.0; 0.0; 446.0; 56.3; 293.6; 1.7; 84.2; 243.2